(1)
Entry from OMol25: 3 unconnected molecules or ions with the total composition C6H6O3S2 in a non-equilibrium geometry (ωB97M-V/def2-TZVPD).

As for the charge: 0. The calculation puts the energy above the lowest of the compared OMol25 structures with the same formula, charge and spin at 117.01 kcal/mol. The value obtained for the total energy is -1254.04063 a.u. As for the molecular weight: 190.2 g mol⁻¹. Its HOMO-LUMO gap is 6.64 eV. The LUMO energy comes out at -0.0867 Eh.

Positions of all 17 atoms, in Å:
C -1.70380 -1.80247 -1.72779
C -0.92745 -2.90380 -1.63483
C 0.84564 -4.18928 -0.72681
C 1.35085 2.98971 0.47549
C 0.31453 3.94956 1.31989
C -0.23758 3.52074 2.63694
H -2.43294 -1.74195 -2.54251
H -1.74961 -1.02057 -0.97586
H -0.99941 -3.73540 -2.37647
H 0.66942 -4.73826 -1.63311
H 2.22463 3.74465 -0.48142
H 0.03547 4.21312 3.45276
O -0.04820 -3.16512 -0.58369
O 1.19269 1.53927 0.82641
O -0.68561 2.43677 2.90875
S 2.02642 -4.50745 0.30603
S 0.12496 5.41049 0.75621

(2)
Entry from OMol25: a molecular structure, C27H30N7OPd in a non-equilibrium geometry (ωB97M-V/def2-TZVPD).

As for the charge: +3. The calculation puts the energy above the lowest of the compared OMol25 structures with the same formula, charge and spin at 35.13 kcal/mol. The value obtained for the total energy is -1632.09836 a.u. As for the molecular weight: 575.0 g mol⁻¹. Its HOMO-LUMO gap (spin up / spin down) is 4.88 / 4.93 eV. The LUMO energy (spin up / spin down) comes out at -0.4810 / -0.4800 Eh.

Positions of all 66 atoms, in Å:
Pd 0.38421 0.19091 -0.51555
C -1.75143 2.31617 0.74980
C -0.85737 3.11933 -0.20483
C -1.09472 2.68851 -1.62669
C -1.85753 3.43340 -2.51508
C -2.01018 2.98561 -3.81917
C -1.39378 1.80614 -4.21337
C -0.67591 1.09769 -3.26969
N -0.54512 1.53044 -2.01041
N -1.12457 1.02705 1.13662
C -2.13841 -0.01547 1.36432
C -1.86311 -1.43174 0.75364
C -3.09503 -2.26207 0.84315
C -3.45587 -3.10338 -0.17327
C -2.69853 -3.09198 -1.33652
C -1.66832 -2.10495 -1.50026
N -1.29939 -1.29569 -0.57108
C -0.21382 1.26713 2.27916
C 0.85276 0.22916 2.47583
C 1.30535 -0.10395 3.74093
C 2.39056 -0.96355 3.86080
C 2.97469 -1.48402 2.71579
C 2.45366 -1.12190 1.48596
N 1.43025 -0.27242 1.37444
H -2.70230 2.12875 0.25424
H -1.95761 2.90429 1.64825
H 0.19666 2.96035 0.03978
H -1.06154 4.18319 -0.09948
H -2.31007 4.36045 -2.18991
H -2.59288 3.55970 -4.52787
H -1.46346 1.44345 -5.22901
H -0.16957 0.17589 -3.52940
H -3.06697 0.31433 0.89656
H -2.33838 -0.15346 2.43178
H -3.64164 -2.23270 1.78237
H -4.31030 -3.76339 -0.07784
H -2.91326 -3.79133 -2.13792
H -1.18752 -1.99608 -2.46737
H -0.78645 1.41598 3.19980
H 0.31410 2.20165 2.07759
H 0.83128 0.30515 4.62288
H 2.77442 -1.21983 4.84021
H 3.82501 -2.14953 2.76708
H 2.88232 -1.50486 0.56909
C 2.41324 -1.55794 -2.25985
C 3.26797 -0.31850 -2.05011
O 2.48200 0.76736 -1.53098
C 3.18048 2.03324 -1.47200
C 2.54192 3.06185 -2.38399
H 3.02069 -2.46027 -2.20449
H 1.92741 -1.54800 -3.23606
H 1.64288 -1.62939 -1.47816
H 3.70523 -0.00850 -3.00132
H 4.09700 -0.52595 -1.36675
H 4.22322 1.87659 -1.74628
H 3.15062 2.37401 -0.43455
H 2.59902 2.74397 -3.42561
H 3.07867 4.00562 -2.28918
H 1.49849 3.23086 -2.12147
N -0.84416 -2.13242 1.57277
C -0.96488 -2.94394 2.45810
C -1.01606 -3.72581 3.52763
C -1.20683 -3.01468 4.75919
N -1.36254 -2.37058 5.69829
C -0.93832 -5.14682 3.53204
N -0.86628 -6.29311 3.55743